(1)
Formula: C5H8O2
Source: the OMol25 dataset
Level of theory: the ωB97M-V functional and the def2-TZVPD basis

Computed properties:
Structure (SMILES): C[C@@]1(O)C[C@H]2O[C@H]21
Relative energy (zero: lowest compared OMol25 entry of this formula, charge and spin) (eV): 3.173
Orbital gap (eV): 10.631
Energy (Eh): -345.6884
E_LUMO (eV): 0.91

ORCA input file:
```
! RIJCOSX wB97M-V def2-TZVPD def2/J DEFGRID3
* xyz 0 1
C 0.551 -0.302 -1.575
C -0.341 -0.145 -0.362
O -1.681 -0.520 -0.630
C 0.012 -0.877 0.970
C 0.052 0.468 1.682
O 1.192 1.045 1.122
C -0.136 1.198 0.436
H 1.573 -0.008 -1.323
H 0.553 -1.333 -1.942
H 0.198 0.349 -2.385
H -2.044 0.052 -1.317
H -0.778 -1.552 1.282
H 0.994 -1.363 1.001
H -0.256 0.739 2.683
H 0.112 2.249 0.359
*
```



(2)
Formula: C4H4N2O2
Source: the OMol25 dataset
Level of theory: the ωB97M-V functional and the def2-TZVPD basis

Computed properties:
Relative energy (zero: lowest compared OMol25 entry of this formula, charge and spin) (eV): 6.731
Orbital gap (alpha / beta) (eV): 6.798 / 9.204
Energy (Eh): -414.5988
E_LUMO (alpha / beta) (eV): -2.07 / -0.34

ORCA input file:
```
! RIJCOSX wB97M-V def2-TZVPD def2/J DEFGRID3
* xyz 0 1
C 0.128 0.271 -0.701
C 0.376 0.947 0.403
C -0.408 -1.000 -0.968
C 0.153 0.333 1.721
N 0.578 -0.950 1.820
N -0.708 -1.941 -0.223
O -0.919 -3.027 0.187
O -0.306 0.874 2.698
H 0.120 0.811 -1.706
H 0.812 1.935 0.253
H -0.602 -1.074 -2.036
H 0.149 -1.402 2.712
*
```



(3)
Formula: C20H20N4O3
Source: the OMol25 dataset
Level of theory: the ωB97M-V functional and the def2-TZVPD basis

Computed properties:
Structure (SMILES): CC(C)=NC1=C(c2ccncc2)C(=O)OC1=O.c1cc[nH]c1.c1cc[nH]c1
Relative energy (zero: lowest compared OMol25 entry of this formula, charge and spin) (eV): 5.148
Orbital gap (eV): 7.552
Energy (Eh): -1218.7648
E_LUMO (eV): -0.72

ORCA input file:
```
! RIJCOSX wB97M-V def2-TZVPD def2/J DEFGRID3
* xyz 0 1
C 4.908 -1.060 -1.197
C 5.059 -0.037 -2.380
C 5.592 -0.575 -3.733
N 4.734 1.190 -2.124
C 3.721 1.714 -2.927
C 2.512 1.217 -3.333
C 1.944 -0.157 -3.016
C 1.156 -0.498 -1.851
C 0.695 -1.833 -1.682
N 0.895 -2.944 -2.436
C 1.657 -2.581 -3.498
C 2.179 -1.306 -3.868
C 1.831 2.333 -4.175
O 0.886 2.247 -4.862
O 2.544 3.540 -3.950
C 3.806 3.148 -3.538
O 4.839 3.715 -3.597
H 5.769 -0.876 -0.498
H 3.962 -0.905 -0.635
H 5.035 -2.093 -1.595
H 6.328 0.146 -4.157
H 4.803 -0.834 -4.473
H 6.164 -1.522 -3.536
H 0.911 0.278 -1.098
H 0.062 -2.013 -0.778
H 1.910 -3.427 -4.185
H 2.762 -1.194 -4.803
C -3.706 -0.720 2.537
C -3.814 -0.500 1.139
C -2.665 -0.973 0.561
N -1.865 -1.467 1.558
C -2.496 -1.320 2.764
H -4.435 -0.466 3.290
H -4.641 -0.046 0.616
H -2.347 -1.001 -0.469
H -0.956 -1.874 1.425
H -2.029 -1.654 3.677
C -5.312 2.084 6.971
C -5.711 2.562 5.696
C -6.181 1.487 4.987
N -6.077 0.378 5.783
C -5.552 0.735 6.996
H -4.896 2.665 7.780
H -5.660 3.578 5.340
H -6.579 1.415 3.988
H -6.345 -0.553 5.518
H -5.395 0.000 7.768
*
```



(4)
Formula: CH3IP2S
Source: the OMol25 dataset
Level of theory: the ωB97M-V functional and the def2-TZVPD basis

Computed properties:
Relative energy (zero: lowest compared OMol25 entry of this formula, charge and spin) (eV): 0.000
Orbital gap (eV): 6.782
Energy (Eh): -1418.4317
E_LUMO (eV): -1.73

ORCA input file:
```
! RIJCOSX wB97M-V def2-TZVPD def2/J DEFGRID3
* xyz 0 1
C 0.897 0.179 -0.905
P -1.701 -0.708 0.758
P -0.254 0.880 1.195
S -3.121 -0.101 -0.435
I 1.205 -0.552 2.420
H 0.180 0.479 -1.676
H 1.016 -1.004 -0.569
H 1.778 0.826 -0.788
*
```



(5)
Formula: C6H14N2O2
Source: the OMol25 dataset
Level of theory: the ωB97M-V functional and the def2-TZVPD basis

Computed properties:
Structure (SMILES): CNC(C)=O.CNC(C)=O
Relative energy (zero: lowest compared OMol25 entry of this formula, charge and spin) (eV): 1.237
Orbital gap (eV): 9.773
Energy (Eh): -497.0121
E_LUMO (eV): 0.53

ORCA input file:
```
! RIJCOSX wB97M-V def2-TZVPD def2/J DEFGRID3
* xyz 0 1
C 1.801 -1.827 0.108
N 0.752 -1.835 -0.892
C 0.683 -0.762 -1.751
C -0.110 -1.150 -2.998
O 1.261 0.275 -1.518
H 1.677 -2.384 1.042
H 2.733 -2.180 -0.341
H 2.134 -0.819 0.378
H 0.467 -2.733 -1.242
H -1.105 -1.606 -2.844
H -0.509 -0.277 -3.519
H 0.496 -1.834 -3.576
C -1.400 -0.089 2.407
N -0.944 0.744 1.325
C -1.031 2.088 1.318
C -0.119 2.898 0.433
O -1.858 2.714 1.974
H -2.368 0.295 2.780
H -1.654 -1.101 2.060
H -0.774 -0.160 3.283
H -0.444 0.223 0.621
H -0.695 3.612 -0.147
H 0.374 3.609 1.127
H 0.633 2.297 -0.030
*
```



(6)
Formula: C38H41CoN2O3P2S4
Source: the OMol25 dataset
Level of theory: the ωB97M-V functional and the def2-TZVPD basis

Computed properties:
Relative energy (zero: lowest compared OMol25 entry of this formula, charge and spin) (eV): 1.829
Expectation value of S²: 1.228
Orbital gap (alpha / beta) (eV): 6.340 / 7.033
Energy (Eh): -5465.9495
E_LUMO (alpha / beta) (eV): -3.90 / -3.20

ORCA input file:
```
! RIJCOSX wB97M-V def2-TZVPD def2/J DEFGRID3
* xyz 1 2
Co 0.279 -0.168 1.049
C 1.519 -7.376 -3.594
S 0.044 -6.966 -2.620
C -0.162 -5.208 -3.076
C 0.126 -4.295 -1.892
C -0.088 -2.832 -2.297
N 0.033 -1.888 -1.193
P 1.490 -1.211 -0.595
C 2.375 -0.390 -1.944
C 3.690 -0.023 -1.645
C 4.420 0.732 -2.542
C 3.838 1.152 -3.729
C 2.530 0.800 -4.022
C 1.794 0.035 -3.133
C 2.620 -2.607 -0.219
C 2.792 -2.975 1.109
C 3.674 -3.990 1.440
C 4.376 -4.644 0.441
C 4.196 -4.290 -0.888
C 3.329 -3.266 -1.221
P -1.250 -1.472 -0.107
C -2.198 -3.015 0.098
C -1.929 -3.835 1.187
C -2.634 -5.014 1.346
C -3.603 -5.376 0.425
C -3.882 -4.550 -0.652
C -3.187 -3.367 -0.814
C -2.434 -0.455 -1.031
C -3.556 -0.038 -0.315
C -4.465 0.822 -0.898
C -4.257 1.281 -2.191
C -3.149 0.858 -2.906
C -2.239 -0.009 -2.330
H 1.751 -8.416 -3.390
H 2.348 -6.743 -3.291
H 1.290 -7.245 -4.647
H -1.195 -5.092 -3.406
H 0.507 -5.004 -3.908
H 1.145 -4.445 -1.531
H -0.553 -4.545 -1.078
H -1.094 -2.738 -2.716
H 0.639 -2.572 -3.074
H 4.127 -0.329 -0.702
H 5.440 1.006 -2.315
H 4.403 1.756 -4.425
H 2.074 1.137 -4.940
H 0.765 -0.200 -3.350
H 2.246 -2.449 1.882
H 3.820 -4.263 2.473
H 5.074 -5.429 0.693
H 4.743 -4.805 -1.666
H 3.206 -2.966 -2.253
H -1.174 -3.536 1.902
H -2.437 -5.653 2.192
H -4.157 -6.292 0.555
H -4.648 -4.825 -1.358
H -3.412 -2.708 -1.641
H -3.703 -0.391 0.696
H -5.341 1.138 -0.349
H -4.957 1.970 -2.639
H -2.990 1.205 -3.915
H -1.372 -0.328 -2.883
S 0.625 -0.506 3.226
C 1.762 0.702 2.887
N 1.540 2.012 3.022
C 2.614 2.894 2.606
C 3.904 2.109 2.788
S 3.437 0.354 2.601
H 0.588 2.356 2.985
H 2.602 3.796 3.217
H 2.472 3.167 1.554
H 4.330 2.233 3.783
H 4.649 2.343 2.035
C -0.618 7.903 0.512
C -0.459 6.442 0.242
C 0.786 5.930 -0.111
C 0.952 4.573 -0.319
C -0.130 3.731 -0.159
C -1.381 4.218 0.165
C -1.544 5.577 0.359
S 0.098 1.982 -0.304
O -0.067 1.546 -1.660
O 1.435 1.674 0.245
O -0.905 1.414 0.646
H 0.112 8.476 -0.052
H -0.460 8.096 1.574
H -1.618 8.240 0.251
H 1.622 6.603 -0.225
H 1.898 4.149 -0.619
H -2.202 3.524 0.257
H -2.518 5.975 0.604
*
```